Below is 8 unconnected molecules or ions with the total composition C63H140IN7, with properties calculated with wB97M-V/def2-TZVPD.

As for the total energy: -3163.093970 hartree. For the LUMO energy, the calculation gives -10.797 eV. The HOMO energy comes out at -18.866 eV.

The geometry in ORCA input format:
```
! RIJCOSX wB97M-V def2-TZVPD def2/J DEFGRID3
* xyz 6 1
I -8.137 5.866 20.088
C -13.316 -0.566 25.235
C -12.180 -0.850 24.429
C -11.618 0.423 23.746
C -10.814 0.000 22.480
N -10.523 1.213 21.554
C -10.093 0.662 20.199
C -10.237 1.789 19.204
C -11.503 2.531 19.745
C -11.774 2.003 21.099
C -9.560 2.268 22.192
H -13.729 -1.417 25.777
H -14.090 -0.029 24.688
H -13.124 0.136 26.047
H -12.579 -1.551 23.696
H -11.371 -1.323 24.986
H -10.918 0.919 24.419
H -12.444 1.098 23.524
H -11.446 -0.641 21.865
H -9.814 -0.425 22.568
H -9.040 0.443 20.372
H -10.797 -0.145 19.994
H -9.408 2.490 19.294
H -10.387 1.326 18.228
H -11.334 3.608 19.780
H -12.300 2.292 19.041
H -11.947 2.781 21.842
H -12.582 1.271 21.094
H -9.209 2.997 21.461
H -8.758 1.595 22.496
H -10.069 2.597 23.098
C -11.470 4.824 16.820
C -12.187 6.223 16.772
C -12.971 6.450 15.423
C -13.963 7.683 15.379
N -14.863 7.689 14.104
C -15.945 6.573 14.081
C -17.103 7.180 13.166
C -17.103 8.649 13.426
C -15.844 8.900 14.262
C -14.082 7.694 12.820
H -10.853 4.673 17.706
H -10.754 4.761 16.000
H -12.141 3.965 16.818
H -11.482 7.044 16.903
H -12.941 6.247 17.559
H -13.382 5.531 15.004
H -12.107 6.627 14.783
H -13.515 8.676 15.332
H -14.649 7.566 16.218
H -15.440 5.642 13.825
H -16.212 6.578 15.138
H -17.107 6.849 12.128
H -18.089 6.879 13.521
H -17.052 9.238 12.510
H -17.919 9.027 14.042
H -15.343 9.823 13.971
H -16.134 9.007 15.307
H -13.653 6.712 12.620
H -13.294 8.371 13.148
H -14.713 8.089 12.024
C -7.055 10.521 19.512
C -6.107 11.220 18.430
C -4.626 11.147 18.819
C -4.021 9.691 18.638
N -2.834 9.349 19.510
C -2.080 8.103 18.966
C -2.855 6.918 19.474
C -3.568 7.373 20.749
C -3.276 8.890 20.921
C -1.822 10.530 19.478
H -7.071 11.076 20.450
H -6.684 9.520 19.732
H -8.108 10.409 19.254
H -6.425 12.225 18.152
H -6.265 10.658 17.510
H -4.521 11.398 19.874
H -3.988 11.769 18.192
H -3.566 9.634 17.649
H -4.789 8.919 18.679
H -1.038 8.075 19.286
H -1.949 8.094 17.884
H -2.172 6.096 19.687
H -3.655 6.615 18.799
H -3.152 6.931 21.654
H -4.608 7.058 20.669
H -2.607 9.088 21.759
H -4.303 9.242 21.021
H -1.613 10.814 18.447
H -0.937 10.384 20.097
H -2.276 11.419 19.916
C -16.227 14.065 23.389
C -15.100 14.148 22.295
C -14.894 12.888 21.484
C -13.614 12.982 20.576
N -13.522 11.716 19.631
C -13.593 10.338 20.376
C -12.804 9.259 19.539
C -11.575 10.100 19.178
C -12.081 11.557 19.031
C -14.577 11.790 18.520
H -17.223 13.921 22.970
H -16.237 14.979 23.983
H -16.044 13.266 24.107
H -14.144 14.362 22.771
H -15.334 15.023 21.689
H -15.855 12.693 21.009
H -14.796 11.972 22.067
H -12.691 13.129 21.136
H -13.711 13.825 19.892
H -14.643 10.111 20.560
H -13.072 10.432 21.329
H -13.500 9.025 18.733
H -12.509 8.441 20.196
H -11.127 9.721 18.260
H -10.792 10.093 19.937
H -12.172 11.943 18.015
H -11.432 12.214 19.610
H -14.331 10.960 17.858
H -14.490 12.723 17.962
H -15.528 11.608 19.019
C -10.073 9.323 10.352
C -9.837 10.162 11.655
C -8.542 9.728 12.240
C -8.491 8.389 12.922
N -7.398 8.265 13.985
C -7.738 9.221 15.142
C -7.979 8.406 16.413
C -8.163 6.981 15.977
C -7.423 6.856 14.673
C -5.985 8.447 13.389
H -9.393 9.547 9.531
H -11.053 9.595 9.960
H -10.004 8.273 10.634
H -10.748 10.127 12.252
H -9.606 11.164 11.294
H -8.102 10.507 12.862
H -7.877 9.603 11.386
H -8.276 7.602 12.199
H -9.437 8.180 13.423
H -7.060 10.066 15.269
H -8.676 9.704 14.867
H -7.169 8.514 17.133
H -8.906 8.686 16.913
H -7.863 6.364 16.824
H -9.202 6.698 15.809
H -6.383 6.617 14.895
H -7.770 6.065 14.008
H -5.752 7.559 12.802
H -5.228 8.502 14.171
H -6.007 9.372 12.813
C -5.830 7.389 23.749
C -6.572 8.480 24.586
C -8.036 8.172 24.933
C -8.935 8.338 23.706
N -10.353 7.631 23.834
C -11.103 7.747 22.495
C -11.848 6.458 22.249
C -11.658 5.578 23.490
C -10.245 6.091 24.026
C -11.169 8.313 24.937
H -5.920 6.390 24.176
H -4.777 7.648 23.632
H -6.253 7.352 22.746
H -6.378 9.353 23.962
H -5.984 8.594 25.497
H -8.314 8.977 25.613
H -8.171 7.254 25.505
H -8.538 7.820 22.833
H -9.193 9.376 23.496
H -11.830 8.559 22.491
H -10.350 7.847 21.713
H -12.889 6.647 21.986
H -11.492 5.898 21.384
H -12.521 5.535 24.155
H -11.626 4.533 23.181
H -10.250 5.884 25.096
H -9.455 5.608 23.451
H -12.100 7.783 25.136
H -11.285 9.342 24.598
H -10.530 8.253 25.819
C -5.252 3.462 23.266
C -4.047 3.718 22.434
C -4.189 3.405 20.905
C -4.113 1.876 20.589
N -4.453 1.550 19.118
C -3.697 2.360 18.098
C -4.637 3.414 17.514
C -6.039 2.784 17.685
C -5.967 1.810 18.966
C -4.158 0.041 18.894
H -6.171 3.989 23.010
H -4.933 3.637 24.293
H -5.428 2.388 23.210
H -3.285 3.006 22.751
H -3.643 4.710 22.639
H -3.398 3.951 20.392
H -5.128 3.802 20.519
H -4.619 1.241 21.316
H -3.068 1.564 20.612
H -3.456 1.767 17.215
H -2.687 2.615 18.420
H -4.304 3.651 16.503
H -4.599 4.289 18.163
H -6.239 2.225 16.771
H -6.864 3.485 17.808
H -6.444 0.837 18.848
H -6.386 2.348 19.817
H -3.074 -0.076 18.906
H -4.544 -0.254 17.918
H -4.618 -0.584 19.659
*
```

***

Below is 20 unconnected molecules or ions with the total composition C63H141N15O23S, with properties calculated with wB97M-V/def2-TZVPD.

As for the total energy: -5435.189244 hartree. For the LUMO energy, the calculation gives -0.320 eV. The HOMO energy comes out at -8.588 eV.

The geometry in ORCA input format:
```
! RIJCOSX wB97M-V def2-TZVPD def2/J DEFGRID3
* xyz 0 1
C -7.754 5.038 -10.785
C -7.444 6.502 -10.478
O -7.512 7.027 -9.352
N -7.093 7.192 -11.591
C -6.918 8.666 -11.691
H -7.254 4.598 -11.648
H -8.828 4.872 -10.868
H -7.433 4.350 -10.003
H -7.027 6.642 -12.435
H -6.968 9.035 -10.667
H -7.720 9.107 -12.283
H -5.939 8.962 -12.066
C -1.285 6.763 -2.620
C -2.478 7.701 -2.802
O -3.197 7.991 -1.866
N -2.704 8.181 -4.012
C -3.739 9.145 -4.378
H -0.996 6.662 -1.574
H -0.471 7.197 -3.200
H -1.518 5.801 -3.077
H -2.375 7.637 -4.797
H -4.471 8.747 -5.081
H -3.299 10.046 -4.806
H -4.227 9.402 -3.438
C -6.308 11.647 -13.824
C -5.638 10.664 -14.745
O -4.670 10.094 -14.382
N -6.170 10.577 -15.945
C -5.771 9.580 -16.945
H -7.370 11.654 -14.066
H -5.891 12.630 -14.046
H -6.147 11.398 -12.774
H -6.962 11.179 -16.122
H -5.179 10.012 -17.752
H -6.592 9.043 -17.419
H -5.056 8.853 -16.561
C -10.589 12.262 -8.563
C -11.372 11.211 -7.822
O -10.802 10.539 -6.975
N -12.645 10.981 -8.131
C -13.469 10.014 -7.397
H -9.872 11.734 -9.191
H -10.037 12.814 -7.803
H -11.285 12.853 -9.158
H -12.969 11.464 -8.957
H -13.776 9.156 -7.995
H -14.328 10.544 -6.986
H -12.875 9.523 -6.626
C -8.838 4.303 -6.751
C -10.251 4.492 -7.203
O -10.880 3.560 -7.656
N -10.862 5.699 -7.089
C -10.220 6.906 -6.660
H -8.174 4.897 -7.379
H -8.558 3.256 -6.866
H -8.630 4.603 -5.724
H -11.819 5.802 -7.396
H -9.340 7.064 -7.283
H -9.886 6.807 -5.627
H -10.899 7.759 -6.659
C -10.208 13.521 -11.947
C -11.153 12.387 -12.404
O -10.674 11.451 -13.005
N -12.467 12.497 -12.051
C -13.457 11.551 -12.601
H -10.791 14.158 -11.281
H -9.952 14.151 -12.799
H -9.369 13.053 -11.433
H -12.848 13.325 -11.615
H -13.276 10.652 -12.012
H -13.262 11.290 -13.641
H -14.466 11.963 -12.577
C 1.050 11.578 -11.971
C 2.485 11.987 -11.470
O 3.032 12.938 -11.977
N 3.079 11.307 -10.479
C 2.641 10.108 -9.746
H 0.502 12.485 -12.224
H 0.567 11.127 -11.104
H 1.067 10.893 -12.820
H 3.823 11.856 -10.073
H 3.544 9.504 -9.663
H 1.907 9.517 -10.293
H 2.333 10.225 -8.707
C -0.565 12.954 -8.383
C -1.693 13.796 -7.802
O -2.071 14.787 -8.406
N -2.138 13.356 -6.598
C -3.380 13.759 -5.985
H -0.880 12.134 -9.027
H 0.167 12.599 -7.657
H 0.003 13.549 -9.098
H -1.453 12.747 -6.173
H -3.161 14.577 -5.300
H -3.716 12.857 -5.472
H -4.146 14.105 -6.679
C -10.813 8.457 -10.274
C -10.877 7.802 -11.668
O -11.256 6.674 -11.671
N -10.645 8.425 -12.836
C -10.517 7.846 -14.196
H -9.816 8.397 -9.838
H -11.547 8.020 -9.597
H -11.122 9.493 -10.407
H -10.408 9.405 -12.767
H -9.468 7.575 -14.314
H -10.778 8.491 -15.035
H -11.038 6.894 -14.301
C -4.174 9.867 -8.565
C -5.331 10.171 -7.649
O -5.270 10.996 -6.776
N -6.434 9.488 -7.903
C -7.753 9.863 -7.457
H -3.456 10.672 -8.721
H -4.562 9.744 -9.576
H -3.660 8.996 -8.159
H -6.431 8.755 -8.598
H -7.690 10.154 -6.408
H -8.495 9.065 -7.443
H -8.039 10.784 -7.964
C -11.421 12.808 -0.163
C -11.952 11.702 -1.028
O -13.129 11.317 -0.850
N -11.178 11.211 -2.018
C -11.676 10.126 -2.835
H -10.354 12.623 -0.286
H -11.667 12.584 0.875
H -11.824 13.767 -0.487
H -10.262 11.581 -2.225
H -11.016 9.945 -3.683
H -12.655 10.395 -3.231
H -11.761 9.195 -2.275
C 0.981 4.040 -10.808
C 0.518 5.113 -11.719
O -0.041 4.900 -12.741
N 0.862 6.301 -11.262
C 0.384 7.502 -12.021
H 0.201 3.682 -10.135
H 1.792 4.297 -10.127
H 1.433 3.257 -11.417
H 1.501 6.446 -10.494
H 0.049 8.261 -11.315
H -0.536 7.275 -12.560
H 1.073 7.841 -12.795
C -6.632 12.317 -4.222
C -7.386 12.550 -2.951
O -8.231 11.774 -2.568
N -6.947 13.536 -2.159
C -7.491 13.827 -0.824
H -7.288 11.908 -4.990
H -5.805 11.643 -3.999
H -6.280 13.260 -4.639
H -6.220 14.141 -2.514
H -8.307 14.536 -0.966
H -6.839 14.388 -0.155
H -7.864 13.002 -0.218
C -2.499 11.372 -12.078
C -2.558 9.937 -11.595
O -1.978 9.678 -10.574
N -3.293 9.063 -12.208
C -3.519 7.721 -11.719
H -2.368 11.922 -11.146
H -3.422 11.637 -12.593
H -1.680 11.605 -12.758
H -3.733 9.306 -13.084
H -2.611 7.165 -11.485
H -4.107 7.119 -12.412
H -4.107 7.838 -10.809
C -0.493 7.370 -8.443
C -0.394 6.706 -7.155
O -1.260 6.864 -6.286
N 0.740 6.048 -6.955
C 1.051 5.506 -5.624
H -0.863 6.710 -9.228
H 0.485 7.722 -8.771
H -1.008 8.330 -8.434
H 1.435 6.140 -7.682
H 0.131 5.105 -5.199
H 1.423 6.205 -4.874
H 1.692 4.626 -5.579
C -9.900 15.793 -6.204
C -8.853 14.704 -5.882
O -8.251 15.344 -4.814
S -9.341 16.023 -3.808
O -8.883 17.352 -3.317
O -9.795 15.107 -2.809
O -10.468 16.189 -4.970
H -10.678 15.481 -6.901
H -9.392 16.621 -6.699
H -8.226 14.543 -6.760
H -9.320 13.745 -5.656
C -7.495 7.215 -1.798
C -8.346 8.421 -2.178
C -7.970 8.661 -3.598
O -7.719 7.327 -4.096
C -7.515 6.371 -3.077
H -7.886 6.763 -0.886
H -6.452 7.472 -1.610
H -8.197 9.308 -1.563
H -9.427 8.293 -2.128
H -7.023 9.201 -3.608
H -8.760 9.122 -4.191
H -6.576 5.820 -3.122
H -8.326 5.643 -3.049
C 0.762 9.994 -3.752
C -0.219 10.943 -3.065
C -0.221 12.070 -4.068
O -0.287 11.385 -5.293
C 0.181 10.036 -5.179
H 0.916 9.008 -3.314
H 1.764 10.423 -3.773
H 0.166 11.216 -2.082
H -1.167 10.419 -2.940
H 0.659 12.710 -4.000
H -1.119 12.618 -3.780
H 1.044 9.790 -5.797
H -0.664 9.352 -5.255
C -4.474 5.204 -8.139
C -4.706 6.158 -6.980
C -4.318 5.378 -5.764
O -4.300 3.997 -6.141
C -4.751 3.862 -7.537
H -3.494 5.334 -8.599
H -5.174 5.476 -8.930
H -5.765 6.390 -7.094
H -4.204 7.116 -7.111
H -5.048 5.514 -4.966
H -3.282 5.572 -5.489
H -5.817 3.652 -7.620
H -4.162 3.073 -8.005
C -5.835 13.289 -10.650
C -6.560 14.411 -11.246
C -7.460 14.993 -10.135
O -6.923 14.507 -8.906
C -5.727 13.769 -9.220
H -4.851 13.232 -11.114
H -6.281 12.301 -10.767
H -7.032 14.079 -12.170
H -5.867 15.147 -11.654
H -8.505 14.688 -10.171
H -7.352 16.078 -10.125
H -5.559 13.000 -8.466
H -4.874 14.446 -9.178
*
```

***

- The lowest LUMO belongs to which entry?
  C63H140IN7

***

- What is the formula in the second record?
  C63H141N15O23S

***

- Which formula does entry 1 have?
  C63H140IN7

***

- Number 2 is which compound?
  C63H141N15O23S